<i>
{
  "formula": "C5H27N3O6",
  "method": "wB97M-V/def2-TZVPD",
  "symbols": ["C", "C", "C", "C", "N", "C", "N", "N", "H", "H", "H", "H", "H", "H", "H", "H", "H", "H", "H", "H", "H", "H", "H", "H", "H", "O", "H", "H", "O", "H", "H", "O", "H", "H", "O", "H", "H", "O", "H", "H", "O"],
  "xyz": [[-1.3330, 1.9590, -0.0544], [-0.0304, 1.3235, 0.4338], [0.5602, 0.3254, -0.5770], [-0.4287, -0.7537, -0.9848], [-1.6050, -3.7016, 0.8749], [-1.5459, -2.7075, -0.0444], [-0.5857, -1.7756, 0.0700], [0.9977, 2.4501, 0.6203], [-2.1432, 1.2747, -0.0855], [-1.6716, 2.8970, 0.5897], [-1.2843, 2.3514, -1.1413], [-0.2053, 0.8340, 1.4501], [0.9173, 0.8601, -1.4788], [1.4964, -0.1269, -0.1912], [-1.3864, -0.3181, -1.2927], [0.0090, -1.2555, -1.8813], [-0.9295, -3.7288, 1.5748], [-2.3331, -4.3880, 0.8771], [-2.3436, -2.6170, -0.8249], [0.0996, -1.7847, 0.8278], [1.3294, 2.8178, -0.3265], [1.8152, 2.0990, 1.1522], [0.6046, 3.2871, 1.1534], [-0.5075, 5.3572, 1.8741], [-0.4222, 4.4446, 3.0539], [-0.3477, 4.4484, 2.1271], [-4.0959, -0.9885, -1.9559], [-3.1184, -1.3599, -3.0969], [-3.1783, -1.2646, -2.1422], [2.8375, 3.5752, -1.9468], [1.7468, 2.5759, -2.6074], [2.1632, 2.8911, -1.7887], [0.6301, 2.6082, -4.6501], [1.6884, 1.5866, -4.7026], [1.1041, 2.0182, -4.0737], [3.3001, -3.4265, 3.9014], [3.1471, -4.5241, 2.8022], [2.8905, -3.6149, 3.0231], [0.1039, -2.4897, 3.4147], [1.2897, -3.1334, 2.6096], [0.4239, -2.7431, 2.5177]],
  "lowdin_charge": [-0.050, -0.325, -0.150, -0.170, 0.191, -0.056, 0.073, 0.169, 0.055, 0.120, 0.125, 0.168, 0.107, 0.138, 0.088, 0.147, 0.051, 0.130, 0.146, 0.118, 0.107, 0.174, 0.115, 0.080, 0.048, -0.009, 0.083, 0.070, -0.058, 0.093, -0.005, -0.062, 0.070, 0.081, -0.018, 0.097, 0.080, -0.050, 0.103, -0.011, -0.064],
  "homo_lumo_gap_ha": 0.413,
  "total_charge": 2
}


<ii>
{
  "formula": "C5H27N3O6",
  "method": "wB97M-V/def2-TZVPD",
  "symbols": ["C", "C", "C", "C", "N", "C", "N", "N", "H", "H", "H", "H", "H", "H", "H", "H", "H", "H", "H", "H", "H", "H", "H", "H", "H", "O", "H", "H", "O", "H", "H", "O", "H", "H", "O", "H", "H", "O", "H", "H", "O"],
  "xyz": [[2.4482, -0.5196, 2.3602], [1.3407, -0.0956, 1.4248], [1.0823, 1.4535, 1.3726], [-0.2163, 2.0131, 0.8631], [0.1722, 2.7360, -2.7393], [0.2729, 2.7576, -1.4155], [-0.3398, 1.9318, -0.6411], [0.1531, -0.9831, 1.6986], [2.4210, -1.6128, 2.5179], [3.3880, -0.1880, 1.9908], [2.3651, -0.1259, 3.4244], [1.9154, -0.6379, 0.4613], [1.2932, 1.7654, 2.4331], [2.0157, 1.9157, 1.0012], [-0.2258, 3.1334, 1.2240], [-0.9973, 1.3598, 1.2965], [-0.3332, 2.0063, -3.2173], [0.5678, 3.4745, -3.2856], [0.8968, 3.6967, -1.0151], [-0.9182, 1.1957, -1.0558], [-0.0672, -1.6256, 0.9328], [-0.6957, -0.4608, 1.8630], [0.2899, -1.5564, 2.5435], [-1.6562, -1.0916, 4.0798], [-2.6590, -2.0025, 3.1053], [-1.7884, -1.6486, 3.3160], [4.3257, 2.0321, -1.8811], [3.8441, 2.5400, -0.5449], [3.5698, 1.9566, -1.2517], [-0.4642, -3.0357, -3.3790], [-1.8274, -2.8453, -4.0039], [-1.3624, -2.7689, -3.1692], [-4.0294, -2.3911, -1.0603], [-2.6781, -2.9418, -1.7780], [-3.3736, -3.0831, -1.1330], [-2.8180, 0.0546, -1.4625], [-3.8716, 1.1977, -1.3888], [-2.9991, 0.9182, -1.0787], [0.8849, -3.4457, -0.6238], [-0.2389, -2.3911, -1.2569], [0.3131, -2.6878, -0.5273]],
  "lowdin_charge": [-0.072, -0.327, -0.150, -0.116, 0.196, -0.155, 0.074, 0.182, 0.103, 0.082, 0.119, 0.200, 0.142, 0.115, 0.181, 0.119, 0.136, 0.132, 0.221, 0.130, 0.104, 0.108, 0.149, 0.064, 0.079, -0.030, 0.075, 0.026, -0.078, 0.061, 0.074, -0.041, 0.027, -0.033, -0.046, 0.032, 0.077, -0.044, 0.079, 0.028, -0.022],
  "homo_lumo_gap_ha": 0.384,
  "total_charge": 2
}


Most stable = <i>


<i>
{
  "formula": "H23O11",
  "method": "wB97M-V/def2-TZVPD",
  "symbols": ["O", "H", "H", "O", "H", "H", "O", "H", "H", "O", "H", "H", "O", "H", "H", "O", "H", "H", "O", "H", "O", "H", "H", "O", "H", "H", "O", "H", "H", "O", "H", "H", "H", "H"],
  "xyz": [[1.8212, -0.4099, 3.7372], [-0.9720, -3.5122, 1.5682], [0.6110, 0.6388, 0.5204], [-3.2915, 2.1273, 1.1180], [0.8974, -0.6337, 3.5914], [-1.1010, -3.0482, 0.1818], [-0.2122, 2.4226, -1.9251], [1.8889, 1.9119, -3.1507], [-2.0003, 3.3181, 0.3670], [-2.2299, -1.8174, 3.7559], [-1.9392, -2.0270, 2.8622], [3.4885, -1.9824, -1.9595], [1.0362, 0.1270, -0.1828], [-2.0519, 4.7294, -0.2371], [-4.0981, 1.9962, 1.5690], [1.8372, -2.1323, 0.7502], [2.4043, -2.2210, -0.0984], [2.0061, 0.3362, 3.1659], [-0.5784, -2.9168, 0.9687], [-0.7738, 2.4625, -2.7031], [3.3199, -2.6560, -1.2866], [-0.6167, 2.9603, -1.2539], [-2.6105, 2.1355, 1.7992], [-1.3623, -0.5858, -2.8252], [2.6150, -3.1508, -1.7413], [-2.0922, -1.1395, -3.1125], [1.8317, 1.3613, -3.9356], [-1.6640, 0.3210, -2.7498], [0.9123, 1.2988, -4.1663], [-1.4449, 4.0714, 0.1171], [-2.3569, -0.8803, 3.6860], [0.9177, -2.5127, 0.6624], [1.4663, -1.2051, 0.6120], [1.2567, 0.8623, -0.7586]],
  "lowdin_charge": [-0.034, 0.067, 0.080, -0.024, 0.019, 0.093, -0.038, 0.013, -0.004, -0.026, -0.001, 0.098, -0.008, 0.068, 0.038, 0.172, 0.083, 0.027, 0.034, 0.049, 0.014, -0.013, 0.052, -0.055, 0.097, 0.038, -0.046, 0.012, 0.011, -0.048, 0.021, 0.072, 0.078, 0.061],
  "homo_lumo_gap_ha": 0.384,
  "total_charge": 1
}


<ii>
{
  "formula": "H23O11",
  "method": "wB97M-V/def2-TZVPD",
  "symbols": ["O", "H", "H", "O", "H", "H", "O", "H", "H", "O", "H", "H", "O", "H", "H", "O", "H", "H", "O", "H", "O", "H", "H", "O", "H", "H", "O", "H", "H", "O", "H", "H", "H", "H"],
  "xyz": [[1.4026, -2.4118, 2.6943], [1.3473, -1.8511, 1.9241], [0.5899, -2.8936, 2.7706], [0.1993, 0.3294, 1.3936], [-0.2064, 0.9458, 2.0263], [1.0132, 0.8607, 1.2401], [0.6809, 3.8720, -1.9470], [-1.1635, 3.2362, 0.1759], [-0.1957, 4.2269, -2.1856], [-3.5837, -1.2502, 2.1207], [-4.1668, -1.2969, 2.8837], [-4.2599, -1.2674, 1.4230], [-0.8470, -2.0971, 1.5967], [-0.8869, -3.0496, 1.6371], [-1.4997, -1.5692, 2.0699], [1.9444, 0.7999, -3.8313], [1.3648, 0.0544, -3.6249], [1.1073, 3.6835, -2.7872], [1.8759, -1.9552, -0.8378], [2.7825, 0.5314, -3.4458], [2.2244, 2.5313, 1.3906], [1.4230, 2.9695, 1.0951], [2.5875, 3.0474, 2.1110], [-0.3622, -3.4149, -2.7144], [-1.3550, -3.4784, -2.6253], [-0.0151, -4.3217, -2.6702], [-0.2806, 2.8277, 0.3735], [-1.4726, 1.4866, -0.4733], [0.3089, 2.9612, -0.4056], [-1.8582, 0.7301, 0.0311], [-0.6549, 0.3305, 0.6466], [-1.9672, 0.3351, -0.8703], [1.1836, -2.6164, -0.6188], [2.7398, -2.2863, -0.5664]],
  "lowdin_charge": [-0.054, -0.015, 0.000, 0.147, 0.145, 0.117, -0.039, 0.107, 0.074, -0.050, 0.054, 0.061, -0.070, 0.061, 0.025, -0.060, 0.031, 0.066, -0.074, 0.036, -0.026, -0.004, 0.067, -0.086, 0.064, 0.045, -0.091, 0.077, 0.039, 0.016, 0.119, 0.138, 0.032, 0.046],
  "homo_lumo_gap_ha": 0.362,
  "total_charge": 1
}


<iii>
{
  "formula": "H23O11",
  "method": "wB97M-V/def2-TZVPD",
  "symbols": ["O", "H", "H", "O", "H", "H", "O", "H", "H", "O", "H", "H", "O", "H", "H", "O", "H", "H", "O", "H", "O", "H", "H", "O", "H", "H", "O", "H", "H", "O", "H", "H", "H", "H"],
  "xyz": [[1.9220, 0.7035, 1.7739], [-4.2494, 1.1021, 2.2556], [-0.8491, 0.0854, 2.5975], [-0.2831, 3.6828, -0.1535], [1.7675, -0.1401, 1.1833], [-2.9332, 1.7806, 1.4904], [-0.8617, 0.7431, 0.2142], [2.6142, -4.4051, -0.7196], [1.5417, 1.8082, -3.4266], [1.7622, -1.2853, 0.2271], [2.6529, -1.1030, -0.1393], [-2.4068, -1.7868, -2.6248], [-0.5106, 0.9672, 2.5580], [0.9997, 0.3975, -3.7139], [-0.9860, 1.7284, 2.2306], [1.9361, -0.9499, 3.8048], [1.6987, -0.4463, 4.6115], [2.3029, 0.3523, 2.6380], [-3.3306, 1.0676, 1.9876], [-1.4332, 0.6629, -0.5709], [-3.1798, -1.6138, -2.0712], [-0.1863, 3.8724, 0.7776], [-1.0110, 4.2160, -0.4211], [-1.7303, -0.4413, -3.7179], [-3.0514, -1.9753, -1.1882], [-1.2416, 0.3509, -3.9790], [2.9171, -3.5725, -1.0397], [-1.9139, -0.9243, -4.5575], [2.8041, -3.2318, -1.9271], [1.7135, 1.0007, -3.9337], [1.8180, -2.2583, 0.1421], [1.1080, -1.2824, 3.4546], [1.0129, 1.0084, 2.1493], [-0.4135, -0.1138, 0.0882]],
  "lowdin_charge": [0.142, 0.054, 0.069, -0.031, 0.066, 0.021, -0.069, 0.048, 0.045, -0.021, 0.106, -0.002, -0.026, 0.001, 0.058, -0.019, 0.100, 0.121, -0.044, 0.068, -0.077, 0.027, 0.025, -0.071, 0.030, 0.046, -0.024, 0.088, 0.065, -0.051, 0.072, 0.055, 0.088, 0.039],
  "homo_lumo_gap_ha": 0.371,
  "total_charge": 1
}


Most stable = <i>